(1)
Computed, not measured: a molecular structure, C15H16CeIN4O9P2S in a non-equilibrium geometry, with ωB97M-V/def2-TZVPD.

```
49
Properties=species:S:1:pos:R:3:forces:R:3
Ce -1.066 -1.583 -0.702 -0.54 1.64 0.21
O 0.065 -3.339 -1.916 0.16 -0.64 -0.45
P -1.407 -3.839 -2.487 -0.15 0.08 0.04
O -1.314 -4.693 -3.645 -0.22 0.02 -0.05
O -2.038 -2.415 -2.459 0.14 -0.76 -0.23
O -1.974 -4.559 -1.161 -0.21 -0.41 -0.06
P -2.195 -4.088 0.387 0.94 0.13 0.03
O -3.166 -2.794 0.149 -0.41 -0.66 0.14
O -2.691 -5.146 1.231 -0.09 -0.01 -0.02
O -0.923 -3.237 0.700 -0.61 -0.56 -0.22
H 0.656 -4.092 -1.763 0.19 0.18 0.18
H -4.039 -3.099 -0.145 -0.13 0.43 -0.09
C 4.199 3.392 4.131 0.03 0.00 0.05
C 3.265 2.563 3.300 0.00 -0.01 -0.02
C 1.948 2.968 3.080 0.00 0.04 0.03
C 1.082 2.208 2.318 0.02 0.00 0.01
C 1.553 1.017 1.774 0.14 0.08 0.03
C 2.864 0.585 1.965 -0.02 0.09 0.08
C 3.707 1.369 2.731 -0.01 -0.06 -0.04
S 0.502 0.047 0.814 0.05 -0.34 -0.09
O 1.198 -1.187 0.377 0.08 0.33 0.18
O -0.741 -0.330 1.516 0.20 0.31 0.18
N -0.089 0.703 -0.507 0.47 0.17 -0.16
C 0.685 0.589 -1.700 -0.30 0.31 0.78
C 1.792 1.352 -2.029 -0.01 -0.10 -0.24
C 2.392 1.073 -3.244 0.03 0.02 0.00
C 1.887 0.063 -4.063 -0.03 -0.04 -0.04
C 0.786 -0.649 -3.644 -0.08 0.18 0.00
N 0.186 -0.369 -2.475 0.32 -0.24 -0.17
H 3.680 4.215 4.619 0.00 0.01 -0.02
H 4.997 3.808 3.513 -0.02 0.01 -0.02
H 4.673 2.783 4.901 -0.01 -0.01 -0.01
H 1.596 3.893 3.519 0.00 -0.01 0.00
H 0.063 2.537 2.160 0.00 -0.06 -0.04
H 3.206 -0.346 1.537 -0.04 -0.01 -0.02
H 4.726 1.041 2.897 0.00 0.02 0.01
H 2.150 2.126 -1.366 -0.02 -0.01 0.01
H 3.258 1.639 -3.562 0.00 0.00 0.00
H 2.343 -0.168 -5.015 0.02 0.02 0.01
H 0.353 -1.445 -4.235 -0.01 -0.01 0.01
I -6.453 2.328 -1.401 -0.14 0.10 -0.05
C -4.894 1.265 -0.610 0.22 -0.08 0.08
C -4.619 1.017 0.719 -0.05 -0.02 0.05
N -3.505 0.273 0.760 0.01 0.11 -0.16
N -3.021 0.033 -0.474 0.04 -0.18 0.22
C -3.861 0.633 -1.310 0.02 -0.13 -0.13
H -5.128 1.310 1.622 -0.02 0.02 -0.05
H -2.984 -0.028 1.568 0.06 0.02 0.04
H -3.703 0.573 -2.375 -0.03 0.01 0.00
```
Positions in Å, forces in eV/Å.

The molar mass comes out at 757.3 g mol⁻¹. Its total charge is +1. For the LUMO energy, the calculation gives -5.38 eV. The HOMO energy comes out at -11.7127 eV.

***

(2)
Computed, not measured: 2 unconnected molecules or ions with the total composition C15H16Cl3N3O in a non-equilibrium geometry, with ωB97M-V/def2-TZVPD.

```
38
Properties=species:S:1:pos:R:3:forces:R:3
C -2.333 -1.990 2.518 0.22 -0.89 -0.04
N -2.761 -0.637 2.318 1.01 1.20 1.17
C -4.054 -0.321 1.741 -0.31 -0.87 -0.69
C -4.114 1.178 1.815 -0.48 0.92 -0.39
N -2.809 1.547 2.330 0.87 -0.84 0.91
C -2.480 2.908 2.615 0.03 0.89 0.34
C -2.090 0.475 2.667 -1.23 -0.41 -0.70
C -0.691 0.518 3.235 -1.03 -0.38 1.05
H -1.774 -2.100 3.446 0.03 0.08 -0.05
H -3.226 -2.612 2.602 0.12 0.01 -0.03
H -1.717 -2.355 1.689 -0.08 0.09 0.07
H -4.071 -0.680 0.707 -0.06 0.01 0.10
H -4.876 -0.815 2.276 0.33 0.06 0.02
H -4.219 1.648 0.835 -0.21 -0.08 0.06
H -4.928 1.535 2.461 0.31 0.04 -0.04
H -1.403 3.066 2.582 -0.12 0.05 -0.26
H -2.991 3.532 1.879 0.31 0.05 -0.02
H -2.829 3.228 3.605 -0.06 -0.17 -0.10
H -0.540 1.451 3.831 0.17 -0.67 -0.83
H -0.520 -0.341 3.906 -0.38 0.50 -0.08
Cl 0.358 0.231 1.879 0.84 0.32 -0.74
C 3.193 0.018 -0.713 -2.90 -1.78 -0.83
Cl 4.275 -0.053 0.577 0.24 0.57 1.71
C 2.630 -1.294 -1.170 1.02 2.13 -1.87
O 2.140 -2.189 -0.511 0.21 -0.48 0.52
C 2.869 -1.334 -2.689 0.63 1.19 0.59
C 3.055 -0.102 -3.441 -0.81 0.17 0.43
C 3.528 -0.223 -4.766 -0.46 -0.12 -0.11
C 3.741 -1.484 -5.293 0.14 -0.72 0.12
C 3.557 -2.628 -4.479 -0.17 0.85 0.50
N 3.185 -2.513 -3.198 -0.21 -1.22 -1.07
C 2.689 1.134 -2.796 0.07 -1.58 1.96
Cl 2.726 2.592 -3.676 -0.42 0.97 -0.51
C 2.651 1.157 -1.361 1.82 -0.58 -2.08
H 3.647 0.670 -5.391 0.03 -0.37 0.35
H 4.077 -1.647 -6.320 -0.11 0.28 0.28
H 3.702 -3.647 -4.873 0.06 0.57 0.27
H 2.403 2.073 -0.837 0.60 0.20 -0.02
```
Positions in Å, forces in eV/Å.

The molar mass comes out at 360.7 g mol⁻¹. For the LUMO energy, the calculation gives -1.33 eV. The HOMO energy comes out at -4.6238 eV.

***

(3)
Computed, not measured: a molecular structure, C15H16CuN14S in a non-equilibrium geometry, with ωB97M-V/def2-TZVPD.

```
47
Properties=species:S:1:pos:R:3:forces:R:3
Cu -0.381 0.103 0.524 0.13 -0.83 0.16
N 2.892 -0.660 3.708 0.09 -0.16 -0.14
C 1.945 -0.136 2.827 -0.66 0.35 0.47
S 0.492 0.387 3.492 -0.40 0.14 0.14
N 2.371 0.028 1.607 2.37 -0.49 -0.34
N 1.630 0.299 0.571 -0.61 1.44 -0.93
C 2.133 1.028 -0.389 0.81 -0.88 1.83
C 1.423 1.370 -1.567 -0.87 0.42 -1.25
C 1.991 2.258 -2.505 0.02 -0.36 0.55
C 1.269 2.619 -3.613 -0.44 -0.14 -0.28
C -0.004 2.078 -3.799 0.35 0.18 0.03
C -0.493 1.223 -2.822 -0.38 0.13 -0.48
N 0.181 0.881 -1.749 0.76 -0.05 0.41
H 2.457 -1.035 4.538 0.04 0.06 -0.14
H 3.556 -1.276 3.261 0.01 -0.04 -0.05
H 3.109 1.482 -0.239 0.10 -0.19 0.00
H 2.979 2.655 -2.322 0.05 0.04 0.03
H 1.676 3.321 -4.333 0.02 -0.03 -0.01
H -0.590 2.321 -4.673 -0.12 0.03 0.00
H -1.488 0.797 -2.904 -0.04 -0.02 -0.02
N -2.872 2.356 0.426 -0.30 0.26 0.02
C -3.166 1.053 0.122 -0.40 -0.85 -0.26
N -4.376 0.664 -0.265 0.22 0.70 0.17
N -4.247 -0.655 -0.452 -0.48 -0.38 -0.15
N -3.054 -1.036 -0.198 0.24 -0.85 -0.21
N -2.317 0.015 0.172 -0.53 1.18 0.16
C -1.588 2.824 0.464 1.16 0.24 0.29
N -1.265 4.104 0.326 -0.71 -0.15 -0.01
N 0.063 4.124 0.493 0.25 0.76 -0.06
N 0.513 2.950 0.708 0.54 -0.18 0.20
N -0.500 2.076 0.704 -1.15 0.55 -0.17
H -3.575 3.034 0.178 0.10 -0.14 -0.01
C 1.345 -2.071 -1.526 -0.04 0.04 0.12
C 0.585 -2.618 -0.366 0.19 -0.22 -0.20
C 0.497 -3.945 -0.007 0.23 -0.26 -0.25
C -0.317 -4.001 1.136 -0.14 -0.18 0.29
C -0.692 -2.703 1.412 -0.07 -0.27 0.29
C -1.588 -2.239 2.506 -0.11 0.12 -0.13
N -0.134 -1.862 0.504 -0.21 0.32 0.02
H 1.670 -2.890 -2.168 -0.01 -0.04 -0.05
H 2.228 -1.520 -1.200 0.12 0.05 -0.09
H 0.723 -1.387 -2.101 0.05 -0.01 -0.17
H 0.972 -4.775 -0.506 0.09 -0.07 -0.15
H -0.609 -4.882 1.683 -0.08 -0.08 0.12
H -1.701 -3.026 3.253 -0.02 -0.01 0.04
H -2.570 -1.980 2.108 -0.12 -0.02 0.05
H -1.172 -1.351 2.980 -0.10 -0.08 0.12
```
Positions in Å, forces in eV/Å.

The molar mass comes out at 488.0 g mol⁻¹. Its total charge is -2. For the LUMO energy (spin up / spin down), the calculation gives 4.82 / 4.82 eV. Its spin multiplicity is 2. The HOMO energy (spin up / spin down) comes out at -1.0210 / -1.0242 eV.

***

- What is the formula in the third record?
  C15H16CuN14S